Record 1
{"formula": "CH3Br2PS", "method": "wB97M-V/def2-TZVPD", "spin_multiplicity": 1, "e_homo_ev": [-9.23, -7.99], "lumo_ev": [-1.6418, -2.3993], "gap_ev": [7.591, 5.592], "fmax_ev_per_a": 1.8, "total_charge": 0, "de_lowest_kcal_mol": 88.0, "symbols": ["Br", "Br", "S", "P", "C", "H", "H", "H"], "positions_angstrom": [[1.352885, -0.491153, -1.672488], [0.691940, -1.302460, 2.101503], [2.362297, -0.878615, -3.500911], [0.713276, 0.515536, 0.949213], [-1.034865, 0.585444, 0.580781], [-1.109152, 1.426131, -0.164272], [-1.753325, 0.585124, 1.479291], [-1.223055, -0.440008, 0.226882]], "forces_ev_per_angstrom": [[-0.09, -0.16, -0.20], [0.17, -0.89, 0.61], [0.17, -0.06, -0.31], [0.71, 1.09, 0.69], [-1.14, -0.26, 0.58], [-0.69, -1.02, 0.68], [1.17, 0.79, -1.17], [-0.31, 0.51, -0.87]], "lowdin_charge": [0.063, 0.208, -0.057, 0.236, -0.549, 0.041, 0.064, -0.006]}

Record 2
{"formula": "C25H27BF2O4", "method": "wB97M-V/def2-TZVPD", "spin_multiplicity": 1, "e_homo_ev": -5.87, "lumo_ev": -3.9938, "gap_ev": 1.875, "fmax_ev_per_a": 2.2, "total_charge": 0, "de_lowest_kcal_mol": 1.4, "symbols": ["F", "F", "O", "O", "O", "O", "C", "C", "C", "C", "C", "C", "C", "C", "C", "C", "C", "C", "C", "C", "C", "C", "C", "C", "C", "C", "C", "C", "C", "C", "C", "B", "H", "H", "H", "H", "H", "H", "H", "H", "H", "H", "H", "H", "H", "H", "H", "H", "H", "H", "H", "H", "H", "H", "H", "H", "H", "H", "H"], "positions_angstrom": [[-4.774280, -0.888786, -4.089319], [-4.751892, 3.902330, -2.615138], [2.818679, -1.473463, 3.153102], [2.189085, 0.576585, 1.938203], [5.299653, -1.639372, 1.893691], [2.435480, -1.542786, 0.708586], [-3.031856, 3.717585, 0.564010], [-3.133774, -2.678297, -5.402699], [4.542863, -0.500990, 1.767592], [-4.667663, 5.464054, -0.355924], [-3.520865, -1.062912, -3.550797], [-1.784577, -0.245337, -2.048691], [6.706007, 0.087057, 2.182595], [-3.845020, 4.228563, -0.453820], [-0.907808, -1.568713, 2.457529], [0.564850, -1.254017, 2.259055], [-3.163356, -0.313222, -2.450031], [-0.942999, -1.263394, -2.620465], [1.474461, -1.810706, 3.402224], [-1.314196, 0.792594, -1.186293], [-2.191497, 2.623251, 0.350111], [-2.123735, 1.956459, -0.913113], [1.103963, -1.919525, 0.950597], [7.636604, -2.309913, 2.319103], [-2.958743, 2.497584, -1.935889], [0.833638, 0.296060, 2.203490], [-2.668185, -1.949897, -4.200104], [6.613390, -1.286947, 2.124826], [-1.379570, -2.074904, -3.653771], [-3.824566, 3.537786, -1.666743], [5.386134, 0.588070, 1.994363], [2.924177, -0.734164, 1.861761], [1.386216, -2.908902, 3.424814], [-5.737363, 5.245146, -0.331025], [-3.306233, -2.008086, -6.251470], [-1.520095, -1.183852, 1.624246], [-4.419384, 6.027767, 0.540787], [8.611539, -1.821972, 2.371255], [-1.290793, -1.123303, 3.388522], [-0.290358, 0.730964, -0.814788], [0.525890, 0.749875, 3.166826], [0.462052, -1.638189, 0.099100], [1.041519, -3.015709, 1.058816], [-1.056911, -2.661694, 2.504422], [7.609019, 0.648524, 2.397152], [-3.924023, 0.285882, -1.945074], [-4.070065, -3.228413, -5.253396], [-3.068372, 4.219721, 1.536410], [0.211304, 0.747270, 1.408817], [-1.605635, 2.224119, 1.177831], [1.130908, -1.409770, 4.373139], [-2.956391, 2.066800, -2.935857], [0.084872, -1.357607, -2.248526], [5.066503, 1.620053, 1.998085], [7.697706, -3.015711, 1.486363], [-0.728195, -2.829468, -4.095153], [7.494401, -2.854718, 3.260125], [-2.386572, -3.399818, -5.726273], [-4.505926, 6.140453, -1.203187]], "forces_ev_per_angstrom": [[0.95, -0.32, 0.74], [1.14, -0.20, 0.59], [-1.15, 0.18, -0.36], [-0.54, -0.78, 0.04], [1.12, 0.09, -0.17], [-0.60, 0.21, 0.41], [0.22, -0.11, -0.11], [0.06, -0.65, -0.55], [0.50, 1.23, 0.80], [-0.20, 0.51, 0.35], [-0.88, 0.65, 0.03], [-0.43, -0.56, -0.11], [-0.10, -1.05, 0.12], [0.28, -0.36, -0.55], [0.01, -0.15, 0.14], [0.53, 0.20, -0.13], [-0.04, 0.48, -0.32], [0.58, 0.51, 0.33], [-0.15, 0.14, -0.43], [-0.58, -0.52, -0.69], [0.34, -0.29, -0.06], [-0.57, 1.01, 0.20], [0.26, 0.39, 0.63], [0.56, -0.61, 0.08], [-0.43, -0.39, -0.09], [0.54, -0.77, 0.04], [0.12, 0.42, 0.42], [-1.16, 1.84, -0.15], [0.01, -0.07, 0.05], [-0.38, -0.15, -0.37], [-1.06, -0.92, -0.69], [1.93, 0.28, 0.04], [-0.23, 0.03, 0.10], [0.05, -0.09, -0.03], [-0.01, 0.13, 0.24], [0.15, -0.06, 0.13], [-0.01, -0.09, 0.11], [-0.05, 0.04, 0.07], [0.08, -0.15, -0.20], [-0.19, -0.11, 0.30], [-0.04, -0.11, -0.21], [-0.17, 0.09, -0.12], [-0.18, 0.06, 0.01], [-0.03, 0.37, 0.03], [-0.15, -0.13, -0.10], [0.25, -0.25, -0.26], [0.11, 0.26, 0.20], [0.18, -0.33, -0.33], [-0.27, 0.02, -0.11], [-0.05, 0.15, -0.17], [0.07, -0.05, -0.11], [0.05, 0.25, 0.22], [-0.37, 0.07, -0.21], [0.00, -0.08, 0.01], [-0.16, -0.11, 0.11], [0.02, 0.30, 0.23], [-0.02, -0.11, -0.20], [0.07, -0.02, 0.04], [0.04, -0.32, 0.02]], "lowdin_charge": [0.065, 0.063, 0.020, 0.014, 0.056, 0.018, 0.005, -0.012, -0.074, -0.019, -0.186, -0.162, -0.056, -0.180, -0.049, -0.432, 0.075, 0.037, -0.162, 0.161, 0.027, -0.173, -0.174, -0.045, 0.049, -0.162, -0.165, -0.340, 0.009, -0.190, -0.045, -0.843, 0.126, 0.100, 0.107, 0.066, 0.087, 0.077, 0.085, 0.142, 0.130, 0.091, 0.129, 0.089, 0.096, 0.140, 0.104, 0.132, 0.084, 0.116, 0.127, 0.135, 0.133, 0.094, 0.078, 0.132, 0.082, 0.088, 0.100]}

Record 3
{"formula": "C26H35AsFN3OSV", "method": "wB97M-V/def2-TZVPD", "spin_multiplicity": 3, "e_homo_ev": [-10.67, -10.94], "lumo_ev": [-3.2208, -2.6066], "gap_ev": [7.452, 8.336], "fmax_ev_per_a": 0.4, "total_charge": 1, "s2": 2.0406, "de_lowest_kcal_mol": 14.7, "symbols": ["As", "V", "S", "F", "O", "N", "N", "N", "C", "C", "C", "C", "C", "C", "C", "C", "C", "C", "C", "C", "C", "C", "C", "C", "C", "C", "C", "C", "C", "C", "C", "C", "C", "C", "H", "H", "H", "H", "H", "H", "H", "H", "H", "H", "H", "H", "H", "H", "H", "H", "H", "H", "H", "H", "H", "H", "H", "H", "H", "H", "H", "H", "H", "H", "H", "H", "H", "H", "H"], "positions_angstrom": [[-4.144634, 1.428952, -0.354553], [-1.292980, -0.037395, 0.679756], [-1.920985, -2.232023, 0.399250], [-1.652009, 2.848272, 1.062926], [-3.107981, 0.502408, 0.615058], [0.278143, -3.511099, -0.488411], [-1.063013, -4.556983, 1.173634], [0.226063, 1.006912, 0.602560], [-5.433207, 0.229742, -1.085645], [1.600092, -0.264401, 2.932590], [-0.295695, -5.637816, 1.092117], [1.936131, 1.151176, 3.401867], [-0.401892, 3.310572, 0.756917], [-0.173714, 4.664196, 0.707726], [0.578354, 2.350999, 0.511175], [-0.729047, -3.553698, 0.369119], [0.170813, -0.647054, 3.318087], [1.712860, 1.105807, -3.068847], [2.734620, -1.055126, -1.169635], [3.064135, -1.301021, 1.199049], [1.031046, -4.616863, -0.579815], [1.256552, 0.025634, 0.375900], [1.607932, -0.269920, -0.954818], [0.185154, -0.892161, -2.919931], [1.857662, 2.815641, 0.204962], [-4.967055, 2.722806, 0.776285], [2.109745, 4.179476, 0.145853], [2.146950, -4.611070, -1.574031], [0.769010, -5.725918, 0.214080], [0.833124, 0.258371, -2.147670], [-3.138411, 2.274495, -1.746184], [1.106986, 5.102105, 0.392617], [1.956032, -0.511718, 1.474700], [3.467760, -1.542453, -0.105565], [1.836409, 1.215325, 4.486328], [-0.383835, -0.504714, -3.767982], [1.828959, -4.118685, -2.491430], [-0.473517, -1.483063, -2.283118], [0.084937, -0.729750, 4.402306], [2.488704, 0.499635, -3.539814], [0.946017, -1.567125, -3.316340], [-4.911351, -0.526347, -1.670117], [-0.135418, -1.603549, 2.888934], [2.480322, -5.622007, -1.800470], [1.110411, 1.540349, -3.868225], [-5.607817, 3.374459, 0.183165], [2.251592, -0.946739, 3.486077], [1.315059, 6.161844, 0.349297], [-3.788882, 2.483838, -2.594389], [1.366073, -6.623418, 0.142689], [-0.551814, -6.462873, 1.747353], [-5.559440, 2.208765, 1.530484], [2.199681, 1.918730, -2.530160], [-6.131843, 0.777587, -1.716547], [-0.980023, 5.352779, 0.921419], [0.037226, 0.907173, -1.770358], [-2.348454, 1.592669, -2.062858], [1.265629, 1.892174, 2.965253], [3.043057, -1.279262, -2.182996], [3.108188, 4.521042, -0.091081], [-4.181879, 3.305076, 1.253933], [-0.551044, 0.130070, 3.030855], [3.632009, -1.718966, 2.021040], [2.992665, -4.053879, -1.171929], [2.958490, 1.425813, 3.140602], [4.359767, -2.128410, -0.288449], [-2.697418, 3.195794, -1.372312], [-5.964622, -0.251494, -0.267108], [2.653602, 2.106348, 0.024799]], "forces_ev_per_angstrom": [[0.20, -0.18, 0.09], [-0.16, -0.30, 0.17], [-0.04, 0.18, -0.11], [0.01, -0.01, 0.01], [0.18, 0.14, 0.01], [0.09, -0.07, -0.07], [0.07, 0.02, 0.06], [-0.07, -0.23, -0.16], [-0.02, 0.02, -0.05], [0.08, -0.07, 0.00], [0.09, -0.06, -0.01], [0.00, 0.07, 0.01], [0.19, 0.06, -0.07], [-0.02, -0.09, 0.00], [-0.10, 0.25, 0.10], [-0.13, 0.06, 0.04], [-0.08, 0.01, 0.00], [0.03, 0.00, -0.03], [-0.09, 0.04, -0.03], [-0.01, -0.04, -0.02], [-0.09, 0.03, 0.06], [-0.09, 0.14, -0.05], [0.11, -0.06, 0.02], [-0.02, -0.01, -0.03], [-0.11, 0.07, 0.04], [-0.05, 0.06, -0.03], [0.05, -0.06, -0.01], [0.04, 0.01, -0.02], [-0.03, 0.05, 0.02], [0.03, 0.05, 0.05], [-0.04, -0.01, -0.08], [-0.04, 0.09, 0.01], [-0.08, -0.03, -0.06], [0.02, -0.06, 0.05], [0.00, -0.01, 0.00], [-0.01, 0.01, 0.01], [0.00, 0.02, 0.00], [0.00, -0.02, 0.01], [0.00, -0.02, 0.00], [0.00, -0.01, 0.01], [0.00, 0.00, 0.00], [0.02, 0.02, 0.00], [0.01, -0.01, 0.00], [-0.01, 0.00, 0.00], [0.00, 0.00, 0.00], [0.00, -0.01, 0.01], [-0.01, 0.04, 0.01], [0.00, 0.00, 0.00], [0.00, 0.04, 0.02], [0.00, -0.01, -0.01], [-0.02, 0.00, 0.00], [0.02, -0.03, -0.01], [-0.01, 0.01, 0.01], [-0.01, -0.02, 0.00], [0.00, 0.01, 0.00], [0.00, 0.00, -0.01], [-0.03, -0.03, 0.02], [0.00, -0.01, 0.00], [0.00, -0.01, 0.00], [0.00, 0.00, 0.00], [0.01, -0.02, -0.01], [0.04, 0.00, 0.02], [0.00, 0.00, 0.01], [0.04, 0.02, -0.01], [0.01, -0.01, -0.01], [0.00, -0.02, 0.00], [0.00, -0.01, 0.02], [0.01, 0.02, 0.02], [0.00, -0.03, 0.00]], "lowdin_spin": [0.009, 2.022, -0.028, 0.002, 0.029, 0.000, -0.002, -0.058, 0.001, 0.001, 0.000, 0.000, -0.006, 0.002, 0.002, -0.004, 0.023, 0.001, 0.001, 0.001, 0.000, 0.001, -0.004, 0.001, -0.009, -0.001, 0.001, 0.000, 0.000, 0.006, 0.005, -0.010, -0.004, -0.005, 0.000, 0.000, 0.000, 0.001, 0.002, 0.000, 0.000, 0.000, 0.002, 0.000, 0.000, 0.000, 0.000, -0.001, 0.000, 0.000, 0.000, 0.000, 0.000, 0.000, 0.000, 0.006, 0.003, 0.000, 0.000, 0.000, 0.000, 0.011, 0.000, 0.000, 0.000, 0.000, 0.000, 0.000, 0.000]}